The following is a quantum chemistry calculation of an isolated molecule of C5H9NO, from the Open Molecules 2025 dataset.

Each line ends with the Mulliken charge.
Element x y z (Å)
C  1.0009  -0.3121  1.4124  -1.398
C  0.6383  0.8969  0.5724  0.238
N  1.2676  1.0159  -0.7464  -0.723
C  -0.1726  0.7870  -0.6622  0.110
C  -0.6723  -0.5546  -1.1336  -0.826
C  -1.7937  -1.0975  -0.2830  -0.043
O  -2.3579  -0.4714  0.5831  -0.465
H  1.7985  -0.8818  0.9283  0.353
H  1.3483  -0.0112  2.4043  0.346
H  0.1385  -0.9703  1.5614  0.242
H  0.4963  1.8218  1.1303  0.440
H  1.4682  1.9860  -0.9709  0.249
H  -0.8348  1.6237  -0.8801  0.407
H  0.1479  -1.2832  -1.1473  0.356
H  -1.0378  -0.5053  -2.1701  0.359
H  -2.0867  -2.1484  -0.4986  0.355

As for the SMILES: C[C@H]1N[C@H]1CC=O. The LUMO energy is 1.06 eV. The calculation puts the HOMO energy at -0.3543 hartree. As for the spin multiplicity: 1. The charge is 0. The maximum force is 0.50 eV Å⁻¹.